# 1
Molecular formula: H22O11
Method: DFT, ωB97M-V with the def2-TZVPD basis set

Calculated values
- Total charge: 0
- LUMO energy: -0.110 eV
- Relative energy (zero: lowest compared OMol25 entry of this formula, charge and spin): 49.40 kcal/mol

Geometry as XYZ:
```
33
Properties=species:S:1:pos:R:3:forces:R:3:lowdin_charge:R:1
O -0.89768 -1.37961 0.84535 -0.2 0.3 0.2 -0.0508
H -1.20703 -0.55997 1.26507 0.2 0.2 -0.2 0.0316
H -0.94190 -1.98121 1.59370 0.2 -0.3 -0.2 0.0231
O -2.27726 0.77128 -2.28207 1.9 1.4 0.9 -0.0555
H -2.75833 1.08663 -3.03799 -0.8 -1.1 -0.1 0.0284
H -2.36048 -0.08236 -1.86297 -1.1 -0.4 -0.9 0.0099
O -3.77364 -2.07616 -2.64516 0.7 -0.6 -0.2 -0.0608
H -3.67514 -2.91650 -2.18091 -0.4 0.1 0.4 0.0402
H -3.08808 -2.23027 -3.31293 -0.1 0.6 -0.3 0.0135
O -0.95161 -1.91204 -4.53338 0.3 0.3 -0.1 -0.0533
H -0.08045 -2.24292 -4.77480 -0.1 -0.3 0.0 0.0367
H -0.81044 -0.95761 -4.57705 -0.3 0.0 0.2 0.0398
O -1.81320 -2.08909 4.57712 -0.5 -0.2 0.3 -0.0443
H -1.14464 -1.52612 4.97407 0.2 0.1 -0.3 0.0360
H -1.53062 -2.33202 3.69638 0.3 0.1 0.0 0.0053
O 2.37097 1.43745 1.29380 -0.4 -0.9 0.7 -0.0735
H 1.86314 0.75860 0.81002 0.5 0.7 -0.2 -0.0007
H 2.74164 0.84660 1.96849 0.5 0.5 0.0 0.0692
O 0.99276 3.17808 -0.35755 0.1 0.1 0.0 -0.0495
H 1.55403 3.54083 0.33748 -0.1 0.1 0.1 0.0441
H 1.49520 2.39405 -0.59826 -0.1 -0.1 -0.2 0.0267
O 5.13298 -1.15435 -0.05706 -0.2 0.0 -0.3 -0.0587
H 5.22458 -1.81933 -0.74871 0.2 0.0 0.1 0.0329
H 4.42621 -0.58757 -0.39160 0.0 0.1 0.3 0.0102
O 2.02280 -0.65911 -0.30080 -0.8 -0.4 -0.5 -0.0609
H 2.09792 -1.37562 -0.94107 0.3 0.0 0.0 0.0662
H 1.05557 -0.64907 -0.18187 0.0 -0.2 0.2 0.0385
O -1.54708 3.42473 1.24338 0.1 -0.2 0.3 -0.0636
H -1.18119 4.24736 1.58415 0.0 0.0 -0.2 0.0367
H -0.89059 3.09321 0.61098 0.0 0.2 -0.1 0.0052
O -0.19717 0.89479 2.70426 -0.1 0.1 0.2 -0.0559
H -0.57863 1.78230 2.78069 -0.2 -0.2 -0.2 0.0343
H 0.72736 1.07501 2.49921 0.0 0.1 -0.1 -0.0011
```
Forces are in eV/Å.

=====

# 2
Molecular formula: H22O11
Method: DFT, ωB97M-V with the def2-TZVPD basis set

Calculated values
- Total charge: 0
- LUMO energy: -0.326 eV
- Relative energy (zero: lowest compared OMol25 entry of this formula, charge and spin): 142.49 kcal/mol

Geometry as XYZ:
```
33
Properties=species:S:1:pos:R:3:forces:R:3:lowdin_charge:R:1
H -0.93821 0.55612 0.28105 0.0 -0.1 0.2 0.0445
H 0.45883 0.61376 -0.31475 0.2 -0.1 0.2 0.0250
H -1.89318 -1.85695 -1.64193 -0.1 -0.3 -0.1 0.0540
H -0.74167 -1.41155 -2.52831 0.0 -0.1 -0.2 0.0797
H -1.65358 4.67617 -1.34613 0.0 0.0 0.1 0.0460
H -1.76767 3.19227 -1.03779 -0.1 0.2 0.1 0.0019
H 3.30346 -2.71281 -1.46477 -0.1 0.0 -0.1 0.0316
H 3.69138 -1.76501 -2.58782 -0.1 0.0 -0.1 0.0355
H 1.72050 2.07545 -0.43989 0.4 0.3 0.0 0.0170
H 3.08818 2.66011 -0.75244 -0.1 0.2 0.0 0.0532
H -2.14514 -4.62782 -0.24612 0.0 0.0 0.1 0.0421
H -1.75099 -3.23521 0.21792 0.1 -0.1 0.1 0.0114
H -4.21969 -1.99669 2.15526 0.0 0.1 0.0 0.0398
H -2.79964 -1.61452 1.77129 -0.1 0.0 0.1 0.0142
H 1.99244 0.41041 1.18996 0.1 -0.2 0.4 0.0386
H 3.21901 0.01598 0.38373 -0.1 -0.2 0.0 0.0467
H 2.66513 -1.64401 2.74202 0.0 0.0 0.1 0.0332
H 3.92027 -0.98647 2.19219 -0.1 0.2 0.2 0.0163
H -0.72985 0.32253 -1.63495 -0.3 0.1 -0.2 -0.0221
H -1.09206 1.68611 -2.20018 0.3 0.3 -0.5 0.0234
H -1.99662 1.74340 1.68696 -0.2 0.1 0.3 0.0100
H -1.76950 3.16835 2.16443 0.0 0.0 0.0 0.0358
O -0.15683 0.01462 0.12225 0.2 0.2 0.2 -0.0287
O -1.51447 -1.07565 -2.06041 -1.5 -5.0 0.7 -0.0900
O -2.05760 4.05745 -0.72730 0.1 -0.1 -0.1 -0.0432
O 2.92995 -2.20631 -2.19479 0.1 0.1 0.2 -0.0596
O 2.47175 2.51498 -0.02584 -1.0 4.2 -2.2 -0.0753
O -2.10384 -4.07218 0.54037 0.0 0.1 -0.2 -0.0494
O -3.67236 -1.23660 1.92791 0.1 0.0 -0.1 -0.0569
O 2.83066 0.75636 0.86332 0.7 -3.9 1.3 -0.0815
O 3.36939 -1.03122 2.98182 0.0 -0.5 0.1 -0.0576
O -1.00348 0.75927 -2.44943 1.3 4.7 -0.5 -0.0891
O -1.65455 2.24967 2.43239 0.1 -0.1 -0.2 -0.0465
```
Forces are in eV/Å.

=====

# 3
Molecular formula: H22O11
Method: DFT, ωB97M-V with the def2-TZVPD basis set

Calculated values
- Total charge: 0
- LUMO energy: -0.068 eV
- Relative energy (zero: lowest compared OMol25 entry of this formula, charge and spin): 71.93 kcal/mol

Geometry as XYZ:
```
33
Properties=species:S:1:pos:R:3:forces:R:3:lowdin_charge:R:1
O -2.35088 -0.62424 -1.84394 0.3 -1.1 -0.5 -0.0685
H -2.75888 -1.49624 -1.70794 -0.1 0.4 0.1 0.0619
H -1.50588 -0.89924 -2.25694 -0.5 0.7 0.5 0.0080
O 1.59012 2.84176 1.16406 -2.1 2.6 0.3 -0.1673
H 0.64312 2.90576 0.65406 2.6 0.1 2.1 0.0513
H 1.74412 3.72976 1.66806 -0.6 -2.5 -1.6 0.1038
O 0.35912 -0.53924 0.20306 1.0 -0.7 -0.8 -0.0557
H 0.20712 0.30476 -0.25594 -0.8 -0.3 1.3 0.0204
H -0.00288 -0.70924 1.09106 -0.4 1.0 -0.7 0.0399
O -0.68988 2.55376 -0.10594 -3.9 -0.3 1.2 -0.0507
H -0.55388 2.70276 -1.01094 0.8 0.3 -2.2 0.0269
H -1.73588 2.55676 -0.09294 2.8 -0.4 0.7 0.1435
O -1.65988 -0.46024 2.43206 -3.1 -0.2 -5.6 0.0726
H -1.81988 -1.29224 2.76906 -1.2 -3.5 0.3 0.0417
H -1.16688 -0.18924 3.08206 4.7 3.6 5.5 -0.0143
O 0.22812 0.39976 -2.99394 0.4 -0.7 -3.2 -0.1207
H 0.28812 1.14276 -3.70994 -0.1 -2.2 1.9 0.1109
H 0.33012 -0.49024 -3.52594 -0.2 2.9 1.4 0.0996
O 0.30112 -2.86024 -1.63894 -1.1 -1.4 0.4 -0.0135
H 0.70112 -2.71724 -2.46494 0.9 -0.2 -1.8 0.0006
H 0.42212 -2.03224 -1.21994 0.1 1.6 1.6 -0.0324
O 2.32812 1.90576 -1.15594 1.8 1.2 -1.4 -0.0373
H 2.19112 2.28176 -0.29494 -0.1 0.3 1.1 -0.0490
H 1.73312 1.21676 -1.30694 -1.3 -1.7 -0.3 -0.0525
O 0.11412 -3.48924 2.15606 -1.2 2.4 3.5 -0.0102
H 0.62912 -3.71924 2.94706 -0.2 0.1 -0.5 0.0569
H 0.40512 -4.03024 1.49906 1.3 -2.3 -3.0 -0.0222
O 3.02912 -0.37624 1.73506 2.4 1.0 -1.3 -0.1518
H 2.32012 0.02376 1.16206 1.4 -0.4 0.4 -0.0023
H 3.99012 -0.11024 1.37606 -3.8 -0.6 0.9 0.1069
O -3.35288 0.74076 0.58906 0.0 1.1 1.9 -0.0765
H -3.22388 0.30976 -0.23794 0.8 -0.8 -0.8 -0.0321
H -2.73288 0.41876 1.29606 -0.7 0.0 -1.4 0.0122
```
Forces are in eV/Å.

=====

# 4
Molecular formula: H22O11
Method: DFT, ωB97M-V with the def2-TZVPD basis set

Calculated values
- Total charge: 0
- LUMO energy: 0.242 eV
- Relative energy (zero: lowest compared OMol25 entry of this formula, charge and spin): 169.28 kcal/mol

Geometry as XYZ:
```
33
Properties=species:S:1:pos:R:3:forces:R:3:lowdin_charge:R:1
H -1.84927 0.19841 0.57112 -0.9 0.1 -0.6 -0.0287
H -0.40711 0.23350 0.24048 -0.4 -0.2 0.5 0.0298
H 4.20031 -1.54045 2.12381 -0.7 -0.1 0.5 0.0500
H 4.16074 -1.24596 0.75512 0.8 0.4 -2.2 0.0069
H -0.84053 0.84629 -2.08023 -1.6 -0.3 0.7 0.0773
H -2.39869 0.51694 -1.76621 0.2 -0.3 -0.5 0.0384
H 1.82529 2.12625 -0.86032 -0.9 -2.7 2.9 -0.0075
H 1.48240 2.34070 -2.24206 -0.8 0.0 -0.7 0.0599
H -4.66938 0.35583 1.29903 0.2 -0.7 0.3 0.0592
H -5.17798 0.56230 -0.04539 0.5 -1.6 0.2 0.0889
H 0.10078 -3.10602 -0.22642 0.8 0.3 0.3 0.0323
H 1.20260 -2.75754 0.89463 -0.4 -0.1 -1.1 0.0212
H 1.55165 -1.96007 3.46798 1.0 -1.0 2.5 0.0049
H 0.51647 -1.12671 2.82687 0.3 -0.2 -0.6 0.0607
H 4.38620 3.01582 -0.87413 5.0 1.2 0.7 0.0010
H 3.47318 2.00971 -0.39318 0.3 1.0 -0.6 0.0976
H 0.08806 -3.02393 -3.21138 0.5 0.3 0.9 0.0628
H 1.23489 -3.28295 -2.21387 1.0 -0.7 0.4 0.0106
H -3.64021 -1.58513 -0.09895 -1.3 0.4 0.4 -0.0257
H -2.23030 -2.02847 -0.14648 -1.0 0.9 -1.6 0.0764
H -1.05056 5.06576 1.38092 3.2 3.2 0.2 -0.0351
H -1.68482 4.10572 0.55666 -0.4 -0.2 1.0 0.0605
O -1.01165 0.13041 0.99377 1.6 -0.3 1.1 -0.0690
O 3.53850 -1.41706 1.42535 0.3 -0.2 1.4 -0.0422
O -1.54179 0.72213 -1.38763 1.3 0.9 -1.1 -0.0805
O 1.88665 2.76594 -1.48515 -10.1 2.0 -6.1 -0.0611
O -4.80624 -0.18783 0.50552 -1.0 2.6 -0.2 -0.0691
O 1.04536 -2.91348 -0.07379 0.0 -0.2 1.7 -0.1094
O 1.28383 -1.69894 2.63123 -1.9 1.2 -1.7 -0.0388
O 3.50851 2.82593 -0.95249 6.5 -1.5 3.8 -0.0795
O 0.47501 -2.74800 -2.34902 -1.9 0.5 -2.1 -0.0802
O -2.95533 -1.65121 -0.74478 2.4 -1.4 0.9 -0.0834
O -1.69657 4.45213 1.47900 -2.8 -3.1 -1.2 -0.0281
```
Forces are in eV/Å.